This record from OMol25 describes one molecule with the formula C3H3ClN2S at a distorted geometry. The level of theory is ωB97M-V/def2-TZVPD.

HOMO energy (spin up / spin down) = -9.0 / -9.0 eV
LUMO (spin up / spin down) = -0.53 / -0.53 eV
Kohn-Sham gap (spin up / spin down) = 8.442 / 8.442 eV
F_max = 0.116 Eh/bohr
ΔE to the lowest compared entry with this formula, charge and spin = 2.136 eV

Last column: natural (NBO) charge in e.
Positions of all 10 atoms, in Å:
C 0.279 0.793 -2.465  0.2224
C 0.135 -0.416 -1.682  0.0480
C -0.211 0.083 2.117  -0.8001
N 0.531 1.687 -3.133  -0.2706
N -0.249 -0.077 -0.409  -0.5438
S -0.323 -1.139 0.803  0.5290
Cl 0.466 -1.976 -2.356  0.0662
H -0.276 1.178 1.732  0.2721
H 0.739 -0.301 2.537  0.2380
H -1.088 0.168 2.856  0.2389